No. 1
A structure of composition C48H48EuN4O4P2S2 in a non-equilibrium geometry, computed with wB97M-V/def2-TZVPD.

Summary:
LUMO level (alpha / beta) = 0.004 / 0.004 Ha
⟨S²⟩ = 15.76
Spin multiplicity = 8
E_tot = -4567.4096 Ha
Total charge = 0
HOMO (alpha / beta) = -0.22003 / -0.28098 Ha

Structure (XYZ):
```
109
C48H48EuN4O4P2S2 | the Open Molecules 2025 dataset | wB97M-V/def2-TZVPD
Eu -1.32489 1.00246 -0.11803
N -1.43870 0.51462 2.71111
C -1.00699 1.77974 3.36968
C -1.06065 3.02676 2.48374
O -0.37831 4.00524 2.84604
N -1.89933 2.86660 1.46169
C -1.99008 4.01269 0.52422
C -1.58462 3.30844 -0.75763
O -0.33047 3.20418 -1.01192
O -2.42792 2.55092 -1.29246
H -2.35441 0.27724 3.07117
H -0.82001 -0.23857 2.98368
H 0.00777 1.67696 3.75781
H -1.64298 1.99406 4.23040
H -1.31173 4.81332 0.80589
H -3.02282 4.35707 0.46726
C -2.11123 -2.90579 0.44238
C -3.28334 -1.97269 0.82576
P -3.66000 -0.81219 -0.56676
C -4.37627 -1.97731 -1.77497
C -3.78833 -2.01226 -3.03684
C -4.24834 -2.89422 -4.01027
C -5.30317 -3.74509 -3.72881
C -5.89951 -3.72232 -2.46963
C -5.43603 -2.84556 -1.49904
C -5.04515 0.19871 0.06035
C -4.71432 1.16009 1.01907
C -5.64918 2.08490 1.45532
C -6.93506 2.07152 0.92812
C -7.26916 1.13419 -0.04014
C -6.32859 0.20797 -0.48009
P -0.52703 -2.02411 0.01900
C 0.23920 -3.30279 -1.07120
C 0.40354 -4.61464 -0.60877
C 0.98001 -5.58774 -1.40784
C 1.41147 -5.25924 -2.69329
C 1.25783 -3.96412 -3.16116
C 0.67354 -2.98701 -2.35251
C 0.51265 -2.31900 1.50625
C -0.02136 -2.52502 2.77575
C 0.80675 -2.67148 3.88884
C 2.18442 -2.62882 3.73937
C 2.72891 -2.43647 2.47250
C 1.90335 -2.26934 1.37170
H -2.37671 -3.46216 -0.45808
H -1.93345 -3.64588 1.22404
H -3.04737 -1.37152 1.70572
H -4.16844 -2.56585 1.06211
H -2.96080 -1.34685 -3.26022
H -3.77790 -2.91059 -4.98510
H -5.66547 -4.42816 -4.48855
H -6.72484 -4.38900 -2.24808
H -5.90853 -2.83243 -0.52110
H -3.70622 1.23447 1.41516
H -5.35611 2.82833 2.18756
H -7.66668 2.80082 1.25583
H -8.26487 1.12666 -0.46796
H -6.60269 -0.49431 -1.25987
H 0.08838 -4.87580 0.39737
H 1.09758 -6.59855 -1.03154
H 1.86471 -6.01715 -3.32216
H 1.58441 -3.69863 -4.16098
H 0.54063 -1.97725 -2.73465
H -1.09740 -2.58806 2.90854
H 0.37049 -2.82997 4.86742
H 2.83231 -2.75035 4.59926
H 3.80609 -2.41228 2.34253
H 2.34576 -2.10486 0.39162
S -0.69412 0.30739 -3.00058
C 0.58329 1.08723 -3.75628
N 0.91875 2.33449 -3.31270
C 1.93685 3.04953 -3.79868
C 2.69297 2.54909 -4.80853
C 2.32127 1.27583 -5.26300
N 1.32546 0.55683 -4.78585
H 0.35157 2.67631 -2.48184
H 2.10319 4.01399 -3.33383
H 3.52423 3.09598 -5.22689
H 2.88576 0.81658 -6.07334
O 0.83254 0.86892 0.54765
S 1.62351 1.97314 1.22972
C 2.83083 1.11495 2.22064
C 3.73932 2.08865 2.93258
C 5.11106 1.85026 2.96908
C 5.96552 2.73584 3.61425
C 5.45484 3.87714 4.22153
C 4.08763 4.12111 4.18493
C 3.22666 3.23470 3.54729
C 2.73656 2.61379 -0.04605
C 3.59124 1.56508 -0.71653
C 4.97968 1.61235 -0.59327
C 5.78066 0.63605 -1.17880
C 5.19943 -0.40746 -1.88946
C 3.81531 -0.46544 -2.01585
C 3.01655 0.51309 -1.43703
H 3.36858 0.42613 1.56676
H 2.22601 0.52475 2.91669
H 5.51095 0.96318 2.48636
H 7.03058 2.53731 3.63911
H 6.12034 4.57425 4.71839
H 3.68168 5.00891 4.65541
H 2.15707 3.45284 3.51844
H 3.34043 3.38052 0.44660
H 2.02621 3.10491 -0.71323
H 5.43761 2.42157 -0.03013
H 6.85909 0.68978 -1.07656
H 5.82091 -1.17082 -2.34410
H 3.34670 -1.27443 -2.56668
H 1.94090 0.44312 -1.52091
```


No. 2
A structure of composition C48H48GeN6OTi in a non-equilibrium geometry, computed with wB97M-V/def2-TZVPD.

Summary:
LUMO level = -0.005 Ha
E_tot = -5188.1008 Ha
Total charge = 0
HOMO = -0.25032 Ha

Structure (XYZ):
```
105
C48H48GeN6OTi | the Open Molecules 2025 dataset | wB97M-V/def2-TZVPD
Ti -1.08305 0.24956 0.53743
C 0.07330 3.04196 -2.71361
C 1.05524 2.87749 -1.55280
C 0.51360 3.04240 -0.12909
N -0.76354 2.38528 0.13212
C -1.77279 3.18355 0.39475
C -1.67585 4.58223 0.68501
C -2.60172 5.58955 0.54579
C -3.92590 5.53554 0.10971
C -4.65887 4.37669 -0.01921
C -4.29834 3.06739 0.29053
C -3.05293 2.51000 0.62902
N -2.90193 1.29150 1.11961
C -4.09587 0.69420 1.70916
C -3.74550 -0.57494 2.46057
C -3.53092 -1.68741 1.44455
N -2.80464 -1.14439 0.31027
C -3.11514 -1.53780 -0.89157
C -3.90541 -2.70017 -1.14933
C -4.55826 -3.10545 -2.28545
C -4.64047 -2.48666 -3.53509
C -3.91767 -1.38356 -3.92081
C -2.91976 -0.67142 -3.24946
C -2.43173 -0.77870 -1.94276
N -1.35514 -0.12091 -1.49045
C -0.54598 0.55333 -2.51260
C -1.02764 1.97730 -2.83949
H 0.67512 3.03250 -3.62737
H -0.39696 4.03002 -2.67256
H 1.82971 3.63922 -1.67192
H 1.57989 1.92849 -1.63917
H 0.43557 4.10841 0.04512
H 1.21447 2.65126 0.59389
H -0.71417 4.90313 1.05581
H -2.22640 6.57953 0.78735
H -4.43081 6.47502 -0.07469
H -5.68771 4.49987 -0.34235
H -5.10324 2.34569 0.23865
H -4.85161 0.44810 0.95113
H -4.54736 1.43278 2.37582
H -4.54689 -0.85466 3.14481
H -2.85567 -0.39721 3.06316
H -4.51222 -2.02582 1.10827
H -3.02158 -2.55657 1.87789
H -4.00253 -3.36497 -0.30127
H -5.10918 -4.03517 -2.18333
H -5.30440 -2.92874 -4.26656
H -4.11092 -1.02998 -4.92871
H -2.46848 0.11424 -3.83628
H -0.50689 -0.06668 -3.40982
H 0.45928 0.57029 -2.12536
H -1.85951 2.21187 -2.17710
H -1.43266 2.02449 -3.85438
O -0.51316 0.49434 2.24920
C -0.43077 -0.08583 3.44417
C -0.39656 0.68919 4.59908
C -0.34279 0.08411 5.84100
C -0.31745 -1.30508 5.95047
C -0.34590 -2.07028 4.80039
C -0.40005 -1.47511 3.54229
C -0.41062 -2.26186 2.31097
N -0.47766 -1.80610 1.06514
C -0.50610 -2.90707 0.22993
C -0.44163 -4.03371 0.97165
N -0.38102 -3.61059 2.28452
H -0.41319 1.76626 4.49023
H -0.31761 0.69723 6.73319
H -0.27344 -1.78114 6.92066
H -0.31576 -3.15021 4.89356
H -0.54869 -2.79814 -0.83985
H -0.40722 -5.07249 0.69361
H -0.29734 -4.20307 3.09055
C 2.45463 -1.24316 1.87227
Ge 1.91934 -0.25683 0.22456
C 2.12940 -1.55696 -1.28764
C 2.03000 -2.94706 -1.20815
C 2.19492 -3.76125 -2.32368
C 2.47059 -3.19778 -3.56362
C 2.59975 -1.81817 -3.66731
C 2.43414 -1.01747 -2.54247
C 3.75508 0.65799 -0.03882
C 3.91119 2.02266 -0.04412
C 5.15998 2.68041 -0.18288
C 6.29686 1.95401 -0.31540
C 6.23053 0.53844 -0.28447
C 7.42535 -0.22011 -0.39116
C 7.40597 -1.58167 -0.33589
C 6.17164 -2.24554 -0.16025
C 5.00831 -1.53648 -0.06176
C 4.97668 -0.11478 -0.13347
H 3.54044 -1.22244 1.96045
H 2.13055 -2.28926 1.89497
H 2.04191 -0.74002 2.74620
H 1.84505 -3.41769 -0.24650
H 2.12079 -4.83838 -2.22257
H 2.60136 -3.82796 -4.43484
H 2.84287 -1.36557 -4.62176
H 2.58859 0.05384 -2.64487
H 3.06289 2.65915 0.05824
H 5.19580 3.76412 -0.18871
H 7.26232 2.43414 -0.43194
H 8.36185 0.31351 -0.51504
H 8.32515 -2.14886 -0.41674
H 6.14365 -3.32732 -0.10566
H 4.08142 -2.07567 0.07444
```